1.
Molecular formula: C17H27N3O5S
Method: DFT, the ωB97M-V functional and the def2-TZVPD basis

The energy comes out at -1602.6149 Ha. Its HOMO energy is -7.6930 eV. Its LUMO energy is 0.5 eV. The relative energy (zero: lowest compared OMol25 entry of this formula, charge and spin) comes out at 5.1 kcal per mole. The spin multiplicity is 1. As for the structure (SMILES): CCOc1ccc(S(=O)(=O)N(C)CC(=O)NCCN2CCOCC2)cc1. The value obtained for the gap between HOMO and LUMO is 8.17 eV.

Geometry (Å):
1 C -7.1111 -0.2905 1.5656
2 C -7.1449 -0.2418 0.0415
3 H -8.1031 0.1633 -0.2946
4 H -7.0237 -1.2427 -0.3886
5 O -6.1847 0.6519 -0.4956
6 C -4.8841 0.2986 -0.5676
7 C -4.0253 1.2860 -1.0686
8 C -2.6766 1.0399 -1.2024
9 C -2.1693 -0.1963 -0.8396
10 C -3.0016 -1.1834 -0.3517
11 C -4.3576 -0.9448 -0.2139
12 H -4.9894 -1.7340 0.1602
13 H -2.5812 -2.1441 -0.1004
14 S -0.4137 -0.5041 -0.9086
15 O 0.1925 0.4674 -1.7837
16 O -0.1765 -1.8910 -1.1682
17 N 0.1535 -0.1818 0.6168
18 C -0.1159 -1.1615 1.6380
19 H 0.6651 -1.1202 2.3972
20 H -1.0921 -1.0028 2.1132
21 H -0.0945 -2.1363 1.1577
22 C 0.2254 1.2062 1.0237
23 C 1.6900 1.6860 1.0080
24 O 2.2860 2.0038 2.0178
25 N 2.2043 1.7050 -0.2272
26 H 1.6261 1.3791 -0.9960
27 C 3.5679 2.0784 -0.5174
28 H 3.5899 3.1195 -0.8656
29 C 4.1913 1.1996 -1.6217
30 N 4.5824 -0.1481 -1.3225
31 C 5.6482 -0.3603 -0.3651
32 C 5.1422 -0.7169 1.0407
33 O 4.2771 -1.8312 0.9905
34 C 3.1578 -1.5389 0.1790
35 C 3.5800 -1.1927 -1.2538
36 H 2.6998 -0.9089 -1.8311
37 H 4.0210 -2.0922 -1.7036
38 H 2.5296 -2.4304 0.1784
39 H 2.5963 -0.7054 0.6202
40 H 5.9760 -1.0067 1.6835
41 H 4.6164 0.1353 1.4970
42 H 6.2819 0.5265 -0.3235
43 H 6.2487 -1.2053 -0.7275
44 H 3.4835 1.1544 -2.4551
45 H 5.0907 1.7189 -1.9734
46 H 4.1370 2.0228 0.4133
47 H -0.1768 1.3293 2.0323
48 H -0.3551 1.8179 0.3283
49 H -2.0101 1.7845 -1.6078
50 H -4.4517 2.2356 -1.3494
51 H -6.1561 -0.6651 1.9256
52 H -7.9033 -0.9400 1.9270
53 H -7.2623 0.7074 1.9689

---

2.
Molecular formula: C17H27NO2
Method: DFT, the ωB97M-V functional and the def2-TZVPD basis

The energy comes out at -869.2395 Ha. Its HOMO energy is -8.0704 eV. Its LUMO energy is 0.7 eV. The relative energy (zero: lowest compared OMol25 entry of this formula, charge and spin) comes out at 0.0 kcal per mole. The spin multiplicity is 1. As for the structure (SMILES): CCCCCCCCC(=O)Nc1cc(C)ccc1OC. The value obtained for the gap between HOMO and LUMO is 8.80 eV.

Geometry (Å):
1 C 1.3189 -2.8037 1.2349
2 C -0.1995 -2.9181 1.2938
3 C -0.8783 -1.7701 0.5517
4 C -2.4021 -1.8720 0.5911
5 C -3.0885 -0.6927 -0.1019
6 C -3.0500 0.5786 0.7456
7 C -3.5262 1.8327 0.0109
8 C -2.5779 2.2819 -1.1102
9 C -1.1731 2.4487 -0.5507
10 O -0.8778 3.3518 0.2016
11 N -0.3165 1.4718 -0.9553
12 C 1.0065 1.2383 -0.5714
13 C 1.6600 1.9595 0.4117
14 C 2.9713 1.6597 0.7681
15 C 3.6167 0.6213 0.1212
16 C 2.9784 -0.1118 -0.8702
17 C 1.6772 0.1858 -1.2257
18 O 0.9483 -0.4757 -2.1909
19 C 1.5741 -1.5174 -2.8959
20 H 1.8658 -2.3363 -2.2302
21 H 2.4541 -1.1620 -3.4408
22 H 0.8331 -1.8806 -3.6071
23 H 3.5142 -0.9129 -1.3542
24 H 4.6339 0.3698 0.3832
25 C 3.6516 2.4638 1.8340
26 H 3.0698 2.4443 2.7541
27 H 4.6462 2.0765 2.0400
28 H 3.7402 3.5034 1.5215
29 H 1.1373 2.7655 0.8996
30 H -0.6526 0.7856 -1.6164
31 H -2.5920 1.5723 -1.9374
32 H -2.9129 3.2521 -1.4808
33 H -3.5982 2.6466 0.7347
34 H -4.5203 1.6623 -0.4087
35 H -3.6861 0.4282 1.6214
36 H -2.0367 0.7529 1.1096
37 H -4.1320 -0.9475 -0.3037
38 H -2.6014 -0.5254 -1.0639
39 H -2.7378 -1.9248 1.6294
40 H -2.7034 -2.8013 0.1008
41 H -0.5479 -1.7707 -0.4893
42 H -0.5546 -0.8287 0.9994
43 H -0.5222 -2.9124 2.3373
44 H -0.5112 -3.8704 0.8573
45 H 1.6659 -2.8589 0.2054
46 H 1.7885 -3.6075 1.7972
47 H 1.6473 -1.8526 1.6490